Here is C31H32MoN7O6S2 as an isolated structure from the OMol25 dataset. Energies are from ωB97M-V with the def2-TZVPD basis set.

As for the charge: +1. The relative energy (zero: lowest compared OMol25 entry of this formula, charge and spin) is 0.000 eV. As for the multiplicity: 3. As for the highest occupied orbital energy (alpha / beta): -10.0581 / -10.0578 eV.

CARTESIAN COORDINATES (ANGSTROEM)
Mo1 1.218 -0.284 0.343
O1 5.049 -1.482 -0.909
C1 4.064 -1.109 -0.307
N1 2.758 -1.391 -0.547
C2 2.352 -2.283 -1.567
C3 3.140 -2.905 -2.531
C4 2.526 -3.766 -3.432
C5 1.162 -4.015 -3.380
C6 0.366 -3.404 -2.420
C7 0.979 -2.543 -1.526
N2 0.347 -1.852 -0.467
C8 -0.718 -2.406 0.236
O2 -1.657 -2.999 -0.221
C9 -0.520 -2.241 1.719
C10 -1.292 -2.930 2.629
C11 -0.971 -2.827 3.976
C12 0.110 -2.045 4.350
C13 0.824 -1.371 3.374
N3 0.515 -1.461 2.079
C14 4.206 -0.220 0.893
C15 5.451 0.061 1.424
C16 5.523 0.818 2.578
C17 4.344 1.267 3.162
C18 3.142 0.967 2.560
N4 3.066 0.240 1.431
H1 4.200 -2.720 -2.577
H2 3.129 -4.244 -4.192
H3 0.706 -4.680 -4.101
H4 -0.699 -3.573 -2.381
H5 -2.104 -3.543 2.265
H6 -1.545 -3.362 4.720
H7 0.410 -1.958 5.385
H8 1.674 -0.757 3.635
H9 6.320 -0.338 0.919
H10 6.480 1.050 3.026
H11 4.354 1.849 4.073
H12 2.207 1.317 2.969
C19 0.014 2.978 2.760
S1 0.865 2.799 1.185
C20 2.245 3.935 1.428
H13 0.694 2.832 3.601
H14 -0.773 2.226 2.792
H15 -0.439 3.964 2.834
H16 1.909 4.966 1.344
H17 2.989 3.745 0.654
H18 2.714 3.781 2.400
N5 -0.760 0.511 0.547
C21 -1.927 0.576 0.505
N6 -3.201 0.673 0.547
C22 -3.968 -0.129 1.530
C23 -4.888 -1.071 0.769
O3 -5.712 -0.342 -0.100
C24 -4.949 0.303 -1.118
C25 -4.029 1.340 -0.508
H19 -4.552 0.572 2.129
H20 -3.271 -0.665 2.175
H21 -5.533 -1.599 1.472
H22 -4.287 -1.807 0.217
H23 -5.636 0.793 -1.801
H24 -4.379 -0.433 -1.693
H25 -4.600 2.118 0.001
H26 -3.385 1.799 -1.251
N7 1.683 1.033 -1.408
C26 0.482 1.333 -2.195
C27 -0.100 2.586 -2.109
C28 -1.319 2.801 -2.731
C29 -1.941 1.774 -3.429
C30 -1.306 0.547 -3.566
C31 -0.087 0.320 -2.947
S2 -3.597 2.016 -4.098
O4 -4.096 0.654 -4.199
O5 -3.395 2.713 -5.342
O6 -4.234 2.796 -3.040
H27 2.139 1.908 -1.161
H28 2.346 0.522 -1.991
H29 0.372 3.381 -1.545
H30 -1.815 3.761 -2.662
H31 -1.797 -0.232 -4.135
H32 0.408 -0.639 -3.049

Atoms 1-2, force components in eV/Å:
Mo 0.173 0.050 -0.414
O -0.029 -0.036 0.011

Löwdin population analysis, charges in e, atoms 1 to 8: 1.70, 0.10, -0.46, -0.06, -0.21, 0.01, -0.06, -0.05


Here is a 2-piece molecular cluster, C31H32N overall in a non-equilibrium geometry from the OMol25 dataset. Energies are from ωB97M-V with the def2-TZVPD basis set.

As for the charge: +1. The relative energy (zero: lowest compared OMol25 entry of this formula, charge and spin) is 0.000 eV. As for the multiplicity: 1. As for the highest occupied orbital energy: -9.8061 eV.

CARTESIAN COORDINATES (ANGSTROEM)
C1 -0.366 -1.785 1.688
C2 -1.666 -2.344 1.914
C3 -2.759 -1.424 2.017
C4 -4.070 -1.862 2.153
C5 -4.352 -3.236 2.207
C6 -3.302 -4.159 2.139
C7 -1.983 -3.731 1.981
C8 0.921 -2.351 1.920
C9 2.022 -1.433 1.974
C10 3.329 -1.876 2.104
C11 3.608 -3.250 2.156
C12 2.551 -4.168 2.125
C13 1.233 -3.737 2.042
H1 -0.359 -0.702 1.500
H2 -2.539 -0.351 1.971
H3 -4.880 -1.133 2.209
H4 -5.385 -3.579 2.280
H5 -3.515 -5.229 2.192
H6 -1.212 -4.485 1.860
H7 1.800 -0.361 1.915
H8 4.140 -1.145 2.154
H9 4.641 -3.595 2.207
H10 2.765 -5.239 2.164
H11 0.447 -4.486 2.037
C14 -0.379 4.923 2.413
C15 0.456 5.457 1.444
C16 0.575 4.843 0.172
C17 1.412 5.375 -0.837
C18 1.504 4.762 -2.079
C19 0.755 3.604 -2.359
C20 -0.108 3.061 -1.420
C21 -0.979 1.861 -1.761
C22 -0.315 0.575 -1.275
C23 -1.086 -0.714 -1.543
C24 -0.217 -1.635 -2.431
C25 0.076 -0.870 -3.754
C26 0.859 0.384 -3.433
N1 0.989 0.523 -1.932
C27 1.846 -0.589 -1.468
C28 1.155 -1.906 -1.750
C29 -0.192 3.649 -0.112
C30 -0.995 3.106 0.918
C31 -1.108 3.743 2.149
H12 -0.473 5.414 3.380
H13 1.036 6.366 1.633
H14 1.982 6.281 -0.617
H15 2.149 5.176 -2.852
H16 0.847 3.132 -3.338
H17 -1.969 1.962 -1.299
H18 -1.122 1.797 -2.850
H19 -0.145 0.662 -0.188
H20 -1.313 -1.201 -0.586
H21 -2.035 -0.489 -2.047
H22 -0.738 -2.577 -2.631
H23 0.667 -1.504 -4.421
H24 -0.861 -0.609 -4.255
H25 1.884 0.292 -3.815
H26 0.400 1.274 -3.872
H27 2.769 -0.523 -2.059
H28 2.103 -0.477 -0.409
H29 1.045 -2.484 -0.825
H30 1.771 -2.488 -2.445
H31 -1.547 2.181 0.738
H32 -1.765 3.324 2.910

Atoms 1-2, force components in eV/Å:
C -0.111 -0.346 1.552
C -0.532 0.042 -0.494

Löwdin population analysis, charges in e, atoms 1 to 8: 0.12, -0.18, 0.01, -0.04, -0.01, -0.04, 0.02, -0.19


Here is C31H32N7O4PtS2Si as an isolated structure in a non-equilibrium geometry from the OMol25 dataset. Energies are from ωB97M-V with the def2-TZVPD basis set.

As for the charge: +1. The relative energy (zero: lowest compared OMol25 entry of this formula, charge and spin) is 2.441 eV. As for the multiplicity: 1. As for the highest occupied orbital energy (alpha / beta): -9.2381 / -9.2387 eV.

CARTESIAN COORDINATES (ANGSTROEM)
Pt1 0.729 0.437 0.243
C1 -1.234 2.678 3.619
C2 -0.421 1.920 2.618
N1 -0.866 1.476 1.517
O1 -2.216 1.637 1.356
C3 1.000 1.624 2.876
C4 1.668 2.048 4.142
N2 1.597 0.986 1.954
O2 2.846 0.568 2.210
H1 -2.213 2.907 3.218
H2 -0.721 3.603 3.886
H3 -1.359 2.092 4.533
H4 -2.317 1.880 0.424
H5 1.056 1.796 5.008
H6 1.808 3.132 4.137
H7 2.635 1.568 4.237
N3 2.227 -0.984 -7.634
C5 1.602 -0.519 -6.514
C6 1.643 0.846 -6.191
C7 1.060 1.311 -5.037
C8 0.418 0.418 -4.179
C9 0.357 -0.941 -4.485
C10 0.940 -1.401 -5.645
S1 -0.255 1.065 -2.706
O3 0.855 2.011 -2.283
O4 -1.480 1.775 -2.887
N4 -0.284 -0.040 -1.536
C11 -1.503 -0.758 -1.430
N5 -1.924 -1.085 -0.209
C12 -3.077 -1.753 -0.137
C13 -3.815 -2.104 -1.249
C14 -3.284 -1.721 -2.466
N6 -2.139 -1.055 -2.563
H8 2.615 -0.341 -8.299
H9 2.091 -1.931 -7.936
H10 2.142 1.538 -6.860
H11 1.101 2.366 -4.795
H12 -0.145 -1.624 -3.820
H13 0.893 -2.456 -5.889
H14 -3.422 -2.000 0.863
H15 -4.745 -2.649 -1.172
H16 -3.781 -1.956 -3.401
C15 5.264 -1.013 0.673
C16 4.930 0.068 1.388
C17 3.714 0.875 1.067
C18 3.108 0.569 -0.306
C19 3.522 -0.599 -0.976
C20 4.531 -1.390 -0.507
Si1 2.280 1.932 -1.254
C21 2.207 3.532 -0.288
C22 3.393 4.238 -0.053
C23 3.393 5.437 0.652
C24 2.198 5.954 1.129
C25 1.007 5.278 0.888
C26 1.014 4.082 0.182
H17 6.122 -1.606 0.971
H18 5.480 0.353 2.278
H19 3.919 1.942 1.149
H20 3.074 -0.848 -1.936
H21 4.831 -2.263 -1.072
H22 3.198 2.104 -2.413
H23 4.334 3.846 -0.436
H24 4.322 5.972 0.809
H25 2.185 6.895 1.667
H26 0.069 5.695 1.241
H27 0.078 3.576 -0.027
S2 1.232 -2.142 0.834
C27 0.227 -2.532 2.140
N7 -0.956 -1.888 2.333
C28 -1.808 -2.123 3.364
C29 -1.514 -3.066 4.291
C30 -0.317 -3.801 4.128
C31 0.528 -3.547 3.087
H28 -1.215 -1.239 1.595
H29 -2.712 -1.529 3.377
H30 -2.185 -3.256 5.116
H31 -0.073 -4.582 4.838
H32 1.449 -4.095 2.959

Atoms 1-2, force components in eV/Å:
Pt 1.289 0.145 0.818
C 0.100 -0.063 0.038

Löwdin population analysis, charges in e, atoms 1 to 8: 0.98, 0.02, -0.26, -0.07, -0.01, -0.22, 0.03, -0.12


Here is C31H32N7O4PtS2Si as an isolated structure in a non-equilibrium geometry from the OMol25 dataset. Energies are from ωB97M-V with the def2-TZVPD basis set.

As for the charge: +1. The relative energy (zero: lowest compared OMol25 entry of this formula, charge and spin) is 0.128 eV. As for the multiplicity: 1. As for the highest occupied orbital energy: -10.3777 eV.

CARTESIAN COORDINATES (ANGSTROEM)
Pt1 -0.351 -0.015 -0.115
C1 -1.870 3.977 0.364
C2 -1.453 2.618 -0.077
N1 -0.577 1.904 0.549
O1 -0.015 2.418 1.704
C3 -2.047 1.992 -1.246
C4 -3.023 2.664 -2.148
N2 -1.663 0.759 -1.480
O2 -2.131 0.145 -2.493
H1 -1.220 4.356 1.144
H2 -2.899 3.936 0.728
H3 -1.855 4.659 -0.486
H4 -0.511 2.014 2.434
H5 -3.536 3.482 -1.647
H6 -3.755 1.937 -2.495
H7 -2.523 3.064 -3.035
N3 3.920 4.248 4.784
C5 3.593 3.157 4.024
C6 3.445 1.895 4.617
C7 3.094 0.800 3.856
C8 2.868 0.953 2.491
C9 3.016 2.197 1.886
C10 3.378 3.289 2.644
S1 2.444 -0.432 1.525
O3 3.025 -1.604 2.097
O4 2.735 -0.093 0.142
N4 0.807 -0.592 1.468
C11 0.022 -0.738 2.582
N5 -1.284 -0.539 2.317
C12 -2.138 -0.741 3.318
C13 -1.711 -1.092 4.584
C14 -0.337 -1.195 4.759
N6 0.536 -1.021 3.776
H8 4.271 4.105 5.714
H9 4.231 5.085 4.323
H10 3.632 1.777 5.677
H11 3.010 -0.179 4.305
H12 2.857 2.305 0.821
H13 3.504 4.255 2.172
H14 -3.189 -0.605 3.091
H15 -2.404 -1.256 5.394
H16 0.083 -1.425 5.732
C15 4.066 -3.749 -3.024
C16 3.743 -3.628 -1.677
C17 2.987 -2.557 -1.228
C18 2.528 -1.590 -2.121
C19 2.859 -1.727 -3.474
C20 3.630 -2.790 -3.925
Si1 1.419 -0.119 -1.834
C21 2.020 1.631 -2.039
C22 1.112 2.541 -2.589
C23 1.469 3.862 -2.815
C24 2.759 4.285 -2.527
C25 3.686 3.384 -2.018
C26 3.319 2.070 -1.770
H17 4.669 -4.581 -3.364
H18 4.093 -4.368 -0.968
H19 2.759 -2.489 -0.174
H20 2.508 -0.996 -4.197
H21 3.888 -2.866 -4.974
H22 0.446 -0.233 -2.949
H23 0.117 2.208 -2.867
H24 0.752 4.555 -3.237
H25 3.049 5.311 -2.715
H26 4.699 3.707 -1.815
H27 4.042 1.382 -1.353
S2 -0.584 -2.293 -0.539
C27 -0.642 -2.766 -2.213
N7 -1.280 -1.995 -3.112
C28 -1.417 -2.335 -4.400
C29 -0.940 -3.540 -4.852
C30 -0.285 -4.373 -3.948
C31 -0.123 -3.986 -2.632
H28 -1.568 -1.032 -2.783
H29 -1.917 -1.614 -5.030
H30 -1.069 -3.815 -5.888
H31 0.119 -5.321 -4.278
H32 0.421 -4.592 -1.925

Atoms 1-2, force components in eV/Å:
Pt -0.397 -0.538 -0.210
C 0.026 0.014 -0.066

Löwdin population analysis, charges in e, atoms 1 to 8: 1.03, 0.02, -0.24, -0.14, 0.00, -0.27, 0.00, -0.23


Here is C31H33AuClN2O2Si2 as an isolated structure in a non-equilibrium geometry from the OMol25 dataset. Energies are from ωB97M-V with the def2-TZVPD basis set.

As for the charge: +1. The relative energy (zero: lowest compared OMol25 entry of this formula, charge and spin) is 1.119 eV. As for the multiplicity: 3. As for the highest occupied orbital energy (alpha / beta): -9.0718 / -10.7632 eV.

CARTESIAN COORDINATES (ANGSTROEM)
C1 5.329 -0.605 0.823
C2 4.793 -0.109 -0.444
C3 4.087 1.150 -0.140
H1 5.157 -0.364 -1.439
C4 4.335 1.457 1.234
C5 5.045 0.366 1.808
H2 5.396 0.336 2.843
H3 5.875 -1.537 0.961
H4 3.725 1.878 -0.877
H5 4.085 2.395 1.739
Au1 2.742 -0.764 -0.239
Si1 -0.413 1.650 -1.308
C6 -1.901 0.745 -2.030
C7 -3.163 0.772 -1.425
H6 -3.291 1.182 -0.416
C8 -4.281 0.254 -2.099
H7 -5.251 0.208 -1.597
C9 -4.143 -0.230 -3.401
H8 -5.029 -0.600 -3.935
C10 -2.891 -0.234 -4.018
H9 -2.785 -0.618 -5.039
C11 -1.762 0.210 -3.317
H10 -0.770 0.156 -3.772
C12 -1.274 3.291 -0.979
C13 -1.627 4.005 -2.134
H11 -1.198 3.711 -3.105
C14 -2.587 5.024 -2.056
H12 -2.907 5.522 -2.964
C15 -3.159 5.380 -0.822
H13 -3.933 6.162 -0.772
C16 -2.736 4.717 0.329
H14 -3.171 4.988 1.295
C17 -1.790 3.680 0.266
H15 -1.495 3.155 1.179
H16 0.693 1.666 -2.286
Si2 -2.066 -1.007 1.417
C18 -0.888 0.493 1.425
C19 0.091 0.863 0.346
H17 0.605 -0.039 -0.074
C20 1.068 1.902 0.655
H18 1.829 2.120 -0.097
C21 1.165 2.472 1.894
H19 1.999 3.139 2.135
C22 0.189 2.178 2.855
H20 0.192 2.710 3.804
C23 -0.782 1.186 2.624
H21 -1.455 0.940 3.457
C24 -2.036 -1.992 -0.191
C25 -0.769 -2.150 -0.756
H22 0.120 -1.755 -0.258
C26 -0.590 -2.769 -1.992
H23 0.390 -2.708 -2.479
C27 -1.667 -3.427 -2.592
H24 -1.516 -3.987 -3.523
C28 -2.929 -3.352 -2.002
H25 -3.781 -3.844 -2.473
C29 -3.126 -2.609 -0.831
H26 -4.137 -2.478 -0.445
H27 -3.409 -0.825 1.921
Cl1 -1.208 -2.349 2.737
C30 3.447 -4.358 3.993
O1 3.015 -2.979 4.004
C31 2.663 -2.439 2.825
O2 2.138 -1.335 2.740
N1 2.929 -3.249 1.700
N2 2.077 -2.790 0.620
H28 4.292 -4.508 3.299
H29 2.597 -5.020 3.750
H30 3.767 -4.524 5.020
H31 2.815 -4.257 1.831
H32 1.106 -2.798 0.958
H33 2.164 -3.457 -0.160

Atoms 1-2, force components in eV/Å:
C 0.006 1.258 0.898
C -0.962 1.624 -0.324

Löwdin population analysis, charges in e, atoms 1 to 8: -0.07, -0.24, -0.19, 0.11, -0.04, -0.08, 0.12, 0.12


Here is a 3-piece molecular cluster, C31H33BClF3O2 overall in a non-equilibrium geometry from the OMol25 dataset. Energies are from ωB97M-V with the def2-TZVPD basis set.

As for the multiplicity: 1. As for the highest occupied orbital energy: -5.8252 eV.

CARTESIAN COORDINATES (ANGSTROEM)
Cl1 4.308 -1.749 -4.535
C1 2.611 -1.612 -4.379
C2 2.022 -0.343 -4.260
C3 0.657 -0.249 -4.041
C4 -0.140 -1.410 -3.906
C5 -1.531 -1.318 -3.544
C6 -2.396 -2.549 -3.485
C7 -3.866 -2.010 -3.528
C8 -3.684 -0.527 -3.584
C9 -2.354 -0.183 -3.653
C10 0.457 -2.675 -4.114
C11 1.828 -2.786 -4.376
H1 2.637 0.554 -4.327
H2 0.204 0.740 -3.877
H3 -2.200 -3.188 -4.360
H4 -2.209 -3.181 -2.612
H5 -4.287 -2.379 -4.476
H6 -4.500 -2.411 -2.724
H7 -4.529 0.170 -3.588
H8 -1.939 0.825 -3.759
H9 -0.137 -3.590 -4.015
H10 2.272 -3.745 -4.571
C12 -2.824 3.298 2.571
C13 -1.596 2.875 3.376
C14 -1.706 3.338 4.810
C15 -1.554 1.313 3.432
O1 -0.968 0.770 2.236
B1 0.188 1.498 1.952
C16 1.534 0.817 2.080
C17 1.623 -0.500 2.544
C18 2.778 -0.952 3.143
C19 3.883 -0.100 3.157
C20 5.105 -0.558 3.900
F1 6.093 0.367 3.937
F2 4.788 -0.861 5.205
F3 5.648 -1.700 3.361
C21 3.874 1.145 2.553
C22 2.707 1.570 1.949
C23 -0.495 0.542 -1.724
C24 -1.667 1.386 -1.255
C25 -0.154 -0.682 -1.003
C26 1.195 -1.158 -0.884
C27 1.459 -2.518 -0.809
C28 0.378 -3.418 -0.677
C29 -0.922 -2.922 -0.446
C30 -1.150 -1.548 -0.483
O2 0.128 2.850 1.627
C31 -0.336 3.560 2.777
H11 -2.713 2.967 1.530
H12 -3.751 2.855 2.973
H13 -2.942 4.391 2.567
H14 -0.801 2.991 5.321
H15 -1.742 4.435 4.888
H16 -2.577 2.905 5.328
H17 -1.000 0.979 4.338
H18 -2.566 0.900 3.495
H19 0.794 -1.178 2.365
H20 2.848 -1.954 3.572
H21 4.778 1.759 2.532
H22 2.706 2.459 1.325
H23 0.418 1.159 -1.865
H24 -1.217 2.326 -0.884
H25 -2.475 1.713 -1.946
H26 -2.097 0.886 -0.384
H27 2.016 -0.433 -0.861
H28 2.497 -2.907 -0.852
H29 0.565 -4.512 -0.669
H30 -1.747 -3.624 -0.231
H31 -2.099 -1.125 -0.152
H32 -0.582 4.571 2.449
H33 0.453 3.644 3.546

Atoms 1-2, force components in eV/Å:
Cl 0.587 0.012 -0.103
C -1.292 -0.798 -0.163

Löwdin population analysis, charges in e, atoms 1 to 8: 0.69, -0.69, -0.09, -0.04, -0.19, -0.13, -0.11, -0.16


no.,molecular weight (g/mol)
1,758.7
2,418.6
3,853.9
4,853.9
5,754.2
6,540.9